92
Properties=species:S:1:pos:R:3:forces:R:3 method="wB97M-V/def2-TZVPD" orbital_gap_ev="5.43 / 5.36" charge=+3 lumo_ev="-10.844 / -10.908" homo_energy_ev="-16.27 / -16.27"
W 0.273 0.172 0.554 0.1051 -1.0061 -0.9085
C -3.567 0.876 2.993 -0.0390 0.0282 -0.1851
C -2.163 1.499 2.993 -0.0623 -0.2299 0.1137
C -1.080 0.532 3.482 0.0288 0.4589 -0.1799
N -0.515 -0.353 2.451 0.2039 -0.6942 0.1983
C -0.018 -1.528 2.864 -0.4039 -0.0470 -0.5790
C 0.273 -1.789 4.226 0.0338 -0.1300 0.3497
C 0.547 -2.965 4.873 -0.1355 0.2532 -0.0797
C 0.425 -4.272 4.377 -0.0354 -0.1680 -0.2039
C 0.215 -4.633 3.069 0.0399 -0.1137 0.2831
C 0.240 -3.828 1.926 0.0813 0.2338 -0.3634
C 0.270 -2.449 1.784 0.1862 -0.0928 0.8489
N 0.392 -1.821 0.555 0.0124 1.2340 0.0554
C 0.561 -2.706 -0.618 0.1095 0.1340 -0.5249
C 0.995 -1.982 -1.877 -0.1620 0.1131 0.0301
C -0.026 -0.962 -2.327 0.2226 -0.2595 0.0944
N -0.053 0.225 -1.445 -0.0336 0.0402 0.2131
C -1.227 0.969 -1.766 -0.3934 -0.0682 -0.0530
C -1.340 1.914 -2.748 0.2928 -0.4724 0.0591
C -2.337 2.943 -3.016 -0.3373 0.2991 -0.0282
C -3.371 3.393 -2.224 0.1235 0.1449 -0.2591
C -3.720 2.590 -1.100 -0.1151 -0.3885 0.2036
C -3.476 1.272 -1.381 -0.2073 0.0973 -0.1240
C -2.298 0.650 -0.840 0.3080 0.0799 0.1021
N -1.934 0.024 0.255 0.3367 0.9512 -0.0042
C -3.020 -0.662 0.999 -0.1299 0.1166 0.2695
C -4.032 0.261 1.676 0.2367 -0.0790 0.1076
H -4.297 1.633 3.283 -0.0014 -0.0208 0.0355
H -3.607 0.106 3.767 -0.0303 0.0487 0.0595
H -2.168 2.341 3.686 0.1009 0.0112 -0.0017
H -1.895 1.901 2.013 -0.0395 0.1343 0.0012
H -1.524 -0.097 4.255 0.0354 -0.0091 0.0191
H -0.274 1.111 3.947 0.0402 -0.0715 -0.0113
H 0.315 -0.907 4.853 0.0387 -0.0027 -0.0321
H 0.809 -2.875 5.920 -0.0188 0.0051 0.0053
H 0.511 -5.073 5.101 -0.0063 -0.0054 -0.0108
H 0.104 -5.694 2.877 0.0330 0.0014 -0.0141
H 0.214 -4.395 1.005 0.0511 0.0016 0.0322
H -0.390 -3.214 -0.805 -0.0295 0.0032 0.1037
H 1.314 -3.460 -0.388 0.0096 0.0469 0.1454
H 1.110 -2.729 -2.663 0.0142 -0.0347 0.0301
H 1.964 -1.509 -1.734 0.0613 -0.0908 -0.0727
H -1.021 -1.426 -2.353 -0.0127 0.0162 -0.0491
H 0.209 -0.631 -3.340 -0.0427 0.1181 0.0092
H -0.471 1.984 -3.398 0.0161 0.0565 0.0233
H -2.100 3.556 -3.879 0.0487 -0.0330 0.0033
H -3.759 4.395 -2.369 -0.0156 -0.0243 -0.0653
H -3.897 3.022 -0.120 0.1305 -0.0285 0.0209
H -3.592 1.041 -2.436 0.0615 -0.0247 0.0248
H -2.560 -1.322 1.732 0.0034 -0.0276 -0.0606
H -3.542 -1.284 0.269 0.0657 0.0036 -0.0442
H -4.934 -0.322 1.870 -0.0102 -0.0104 -0.0757
H -4.324 1.037 0.969 -0.0543 0.0296 -0.0163
N 3.987 1.683 -1.114 0.0737 0.0461 -0.1608
C 4.529 0.452 -0.778 -0.1897 -0.2940 0.2675
C 5.813 -0.067 -0.901 0.0635 0.0615 -0.0891
C 6.015 -1.340 -0.413 0.0527 0.0146 -0.0150
C 4.980 -2.068 0.192 -0.1053 -0.0311 0.0074
C 3.710 -1.547 0.322 0.0058 0.0969 -0.0148
C 3.488 -0.267 -0.184 0.1483 -0.0145 -0.0328
N 2.335 0.532 -0.213 -0.1901 -0.0492 0.0010
C 2.697 1.692 -0.763 -0.1566 -0.2302 0.0285
C 1.791 2.816 -0.831 -0.0390 0.2503 -0.1343
C 2.077 4.110 -1.158 0.0618 -0.0545 0.0222
S 0.709 5.091 -0.934 -0.0667 -0.1335 0.0308
C -0.173 3.724 -0.425 -0.1019 -0.0449 0.0928
N 0.497 2.606 -0.417 -0.0261 -0.1151 -0.0330
H 4.483 2.420 -1.592 -0.0642 0.0719 0.0501
H 6.620 0.495 -1.353 -0.0158 0.0091 -0.0061
H 6.998 -1.785 -0.485 -0.0028 0.0067 -0.0130
H 5.188 -3.059 0.573 0.0208 0.0163 0.0137
H 2.928 -2.089 0.833 0.0188 -0.0579 0.0160
H 3.015 4.538 -1.478 -0.0132 -0.0065 -0.0034
H -1.208 3.790 -0.124 0.0031 0.0455 -0.0095
O 2.014 0.058 2.214 -0.1955 0.0042 -0.1526
C 1.801 1.277 2.366 0.3549 -0.0809 0.6380
O 0.751 1.755 1.783 -0.1924 -0.0425 0.0699
C 2.687 2.206 3.080 -0.0742 0.2680 0.0488
C 3.555 1.790 4.084 0.0891 -0.1846 -0.0079
C 4.352 2.736 4.698 -0.1497 -0.0447 -0.0262
C 4.350 4.068 4.323 0.0837 0.2138 0.0317
C 3.510 4.443 3.290 -0.1121 -0.2964 0.0430
C 2.657 3.542 2.688 -0.0599 0.0302 -0.0717
N 3.506 5.836 2.793 0.0543 0.0416 -0.1825
O 4.000 6.678 3.494 -0.0454 -0.0777 -0.0548
O 3.012 6.008 1.687 0.0307 -0.0215 0.2525
N 5.242 2.296 5.807 0.1111 -0.0423 -0.1734
O 5.897 3.154 6.345 -0.0896 -0.1255 0.0023
O 5.241 1.108 6.055 -0.0238 0.2005 0.0417
H 3.619 0.756 4.392 0.0073 -0.0026 0.0364
H 4.989 4.791 4.817 0.0117 -0.0276 0.0171
H 1.987 3.873 1.910 0.0070 0.0725 -0.0259